Entry w
Computed, not measured: a 2-piece molecular cluster, C5H15NOS overall, with ωB97M-V with the def2-TZVPD basis set.

Computed properties:
orbital gap	9.069	eV
structure (SMILES)	CCN[C@@H](C)CS.O
LUMO	0.63	eV

The geometry in ORCA input format:
```
! wB97M-V def2-TZVPD RIJCOSX def2/J DEFGRID3
* xyz 0 1
S 2.9123 0.3779 0.4166
O -0.7537 -3.4399 -0.1336
N -0.1818 -0.0384 0.0050
C -0.8377 1.6154 1.7505
C 0.2419 1.0958 0.8080
C -1.0032 0.1056 -1.1692
C 1.4956 0.6664 1.5849
C -0.3189 -0.3032 -2.5050
H -1.8754 -0.5553 -1.1816
H 0.0030 -0.9627 0.3438
H -0.4800 -2.6799 0.4178
H -1.3173 1.1487 -1.1944
H -1.7793 1.8032 1.2272
H -0.4095 2.5107 2.2002
H 0.3317 -1.1859 -2.4596
H 0.1027 -3.7117 -0.4696
H -1.1728 -0.5356 -3.1429
H 2.1592 -0.0683 -0.5995
H 0.4577 1.9025 0.1010
H 0.4093 0.4124 -2.8960
H 1.7825 1.3025 2.4150
H 1.3866 -0.3420 1.9847
H -1.1529 0.8819 2.4967
*
```

Löwdin atomic charge list, values in e, 2 entries:
1 S 0.6766
2 O -0.0525

***

Entry x
Computed, not measured: a 2-piece molecular cluster, C5H15NOS overall, with ωB97M-V with the def2-TZVPD basis set.

Computed properties:
orbital gap	9.360	eV
structure (SMILES)	CN(C)CCCS.O
LUMO	0.70	eV

The geometry in ORCA input format:
```
! wB97M-V def2-TZVPD RIJCOSX def2/J DEFGRID3
* xyz 0 1
S 0.4599 -0.0016 -2.0234
O -2.4371 -1.6570 -1.4401
N -0.4991 0.5279 1.0928
C 0.7872 1.1947 0.8447
C -1.3724 1.4296 1.8944
C 1.5816 -0.7011 -0.8488
C 1.9302 0.2488 0.3122
C -0.3163 -0.7623 1.8237
H 0.6893 -1.0237 2.1520
H 1.1939 1.6519 1.7579
H -0.6674 0.0776 -1.2487
H -1.9384 -2.2134 -0.8171
H 0.6689 1.9707 0.0842
H 2.7771 0.8469 -0.0471
H 1.0957 -1.5529 -0.3471
H -1.5430 1.1738 2.9606
H 2.5067 -1.1900 -1.1488
H -2.4793 -0.8046 -1.0000
H -0.6153 -1.5608 1.1300
H -1.0057 2.4486 1.7954
H 2.4314 -0.2799 1.1482
H -2.3339 1.2711 1.3592
H -0.9359 -0.7552 2.7220
*
```

Löwdin atomic charge list, values in e, 2 entries:
1 S 0.7380
2 O -0.0771

***

Verdict on stability: entry x comes out at the bottom.

***

Entry w
Computed, not measured: CHCl2O2P as an isolated structure, with ωB97M-V with the def2-TZVPD basis set.

Computed properties:
orbital gap (alpha / beta)	7.582 / 7.518	eV
LUMO (alpha / beta)	-2.38 / -2.38	eV

The geometry in ORCA input format:
```
! wB97M-V def2-TZVPD RIJCOSX def2/J DEFGRID3
* xyz 0 1
Cl -1.2808 -1.2552 1.4731
Cl -1.9744 -0.2926 -1.2599
P 0.3692 -2.2193 -0.4740
O 1.8414 -1.5301 -0.4604
O 3.0565 -0.3693 -0.2213
C -0.6111 -0.7304 -0.1025
H 0.0030 0.0310 0.2658
*
```

Löwdin atomic charge list, values in e, 2 entries:
1 Cl 0.5236
2 Cl 0.4910

***

Entry x
Computed, not measured: one molecule with the formula CHCl2O2P, with ωB97M-V with the def2-TZVPD basis set.

Computed properties:
orbital gap (alpha / beta)	7.543 / 7.541	eV
LUMO (alpha / beta)	-2.25 / -2.25	eV

The geometry in ORCA input format:
```
! wB97M-V def2-TZVPD RIJCOSX def2/J DEFGRID3
* xyz 0 1
Cl -1.9965 0.4621 0.9369
Cl -1.5073 -0.7130 -1.6612
P 0.4358 -1.2522 0.5625
O 1.7608 -0.4638 0.7100
O 2.3568 0.8269 0.3171
C -0.7552 0.0727 -0.2619
H -0.2944 1.0673 -0.6036
*
```

Löwdin atomic charge list, values in e, 2 entries:
1 Cl 0.5045
2 Cl 0.4935

***

Entry y
Computed, not measured: a 2-piece molecular cluster, CHCl2O2P overall, with ωB97M-V with the def2-TZVPD basis set.

Computed properties:
orbital gap (alpha / beta)	7.579 / 7.593	eV
LUMO (alpha / beta)	-0.75 / -0.75	eV

The geometry in ORCA input format:
```
! wB97M-V def2-TZVPD RIJCOSX def2/J DEFGRID3
* xyz 0 1
Cl -2.3489 0.8653 0.3031
Cl -0.0710 2.0161 -0.9399
P 0.2617 -1.4808 -0.6837
O 1.2325 -1.9490 0.5448
O 1.8324 -1.1216 -0.5015
C -0.6461 0.8947 0.1776
H -0.2607 0.7753 1.0997
*
```

Löwdin atomic charge list, values in e, 2 entries:
1 Cl 0.5190
2 Cl 0.5593

***

Verdict on stability: entry w comes out at the bottom.

***

Entry w
Computed, not measured: one molecule with the formula C8H12N2, with ωB97M-V with the def2-TZVPD basis set.

Computed properties:
orbital gap	9.856	eV
structure (SMILES)	CCc1nccnc1CC
LUMO	0.56	eV

The geometry in ORCA input format:
```
! wB97M-V def2-TZVPD RIJCOSX def2/J DEFGRID3
* xyz 0 1
N 0.2134 -1.7659 0.2991
N 1.8111 0.4034 -0.5444
C -2.9769 -0.8372 -0.4475
C 0.0090 2.6836 0.7102
C 0.4572 0.5053 -0.3278
C -0.1491 1.8533 -0.6153
C -1.8558 -0.4979 0.4921
C -0.3860 -0.6253 0.0581
C 2.4063 -0.6925 -0.0586
C 1.5782 -1.7349 0.2074
H -2.9372 -1.9477 -0.7533
H -0.3137 2.0482 1.6191
H -2.8253 -0.3641 -1.4252
H -4.0009 -0.7600 -0.0596
H 0.9904 2.8223 0.8899
H -2.0110 -1.1177 1.4506
H -1.9728 0.4743 0.9114
H -0.5933 3.5788 0.7623
H -1.1188 1.8655 -0.9944
H 0.5139 2.4711 -1.3142
H 3.5584 -0.7366 0.0556
H 2.0428 -2.7230 0.4643
*
```

Löwdin atomic charge list, values in e, 2 entries:
1 N 0.1171
2 N 0.1136

***

Entry x
Computed, not measured: C8H12N2 as an isolated structure, with ωB97M-V with the def2-TZVPD basis set.

Computed properties:
orbital gap	8.734	eV
LUMO	0.50	eV

The geometry in ORCA input format:
```
! wB97M-V def2-TZVPD RIJCOSX def2/J DEFGRID3
* xyz 0 1
N -1.0187 2.3832 0.3018
N 0.7493 -0.1028 -1.2370
C -0.9580 -0.7572 2.1978
C 1.6267 2.1151 -1.9379
C -0.3253 1.6286 -0.2547
C -0.1196 -0.9466 0.9625
C 0.7379 1.1545 -1.2405
C -1.7350 -0.6235 -0.9747
C 1.1625 -1.6879 1.1235
C -0.4526 -0.3782 -0.2232
H 2.1252 2.7528 -1.2037
H -2.5772 -0.2063 -0.4289
H -1.8937 -1.6982 -1.0910
H -1.7052 -0.1484 -1.9550
H -1.5787 0.1320 2.1066
H 1.9107 -1.0394 1.5925
H 1.5571 -2.0367 0.1727
H 1.0353 -2.5494 1.7824
H -1.6285 -1.6125 2.3476
H 2.3663 1.5725 -2.5246
H -0.3183 -0.7051 3.0759
H 1.0398 2.7536 -2.5920
*
```

Löwdin atomic charge list, values in e, 2 entries:
1 N 0.1716
2 N 0.1657

***

Verdict on stability: entry x comes out at the bottom.

***

Entry w
Computed, not measured: C3H4N2O as an isolated structure, with ωB97M-V with the def2-TZVPD basis set.

Computed properties:
orbital gap	11.001	eV
LUMO	0.42	eV

The geometry in ORCA input format:
```
! wB97M-V def2-TZVPD RIJCOSX def2/J DEFGRID3
* xyz 0 1
O -0.1624 -1.3173 -1.7665
N -0.7940 -0.9846 0.5483
N 0.7268 1.8533 1.1408
C -0.2810 -0.8062 -0.5767
C 0.0549 1.1280 1.7516
C 0.5483 0.2022 -1.1853
H 0.1118 1.0044 -1.7685
H -1.3320 -1.8408 0.6018
H 1.6253 0.0897 -1.2272
H -0.5270 0.6149 2.4655
*
```

Löwdin atomic charge list, values in e, 2 entries:
1 O 0.0655
2 N 0.1288

***

Entry x
Computed, not measured: C3H4N2O as an isolated structure, with ωB97M-V with the def2-TZVPD basis set.

Computed properties:
orbital gap	8.393	eV
LUMO	0.55	eV

The geometry in ORCA input format:
```
! wB97M-V def2-TZVPD RIJCOSX def2/J DEFGRID3
* xyz 0 1
O -1.7525 -0.1385 0.5827
N 0.8003 -1.1260 0.0671
N -0.2990 -0.9933 -1.0376
C 0.3786 1.0501 -0.0012
C -0.6270 -0.0572 -0.1176
C 1.3784 0.1550 0.1373
H 0.3061 2.0880 -0.2973
H -1.7390 0.5664 1.2517
H -0.8922 -1.8197 -0.9175
H 2.4463 0.2753 0.3324
*
```

Löwdin atomic charge list, values in e, 2 entries:
1 O 0.1291
2 N 0.0216

***

Entry y
Computed, not measured: one molecule with the formula C3H4N2O, with ωB97M-V with the def2-TZVPD basis set.

Computed properties:
orbital gap	9.209	eV
structure (SMILES)	[H]/N=N/C=C=CO
LUMO	0.02	eV

The geometry in ORCA input format:
```
! wB97M-V def2-TZVPD RIJCOSX def2/J DEFGRID3
* xyz 0 1
O 0.6926 0.9964 1.8141
N -0.0080 -0.4956 -1.6409
N 0.4575 0.6057 -1.3175
C -0.5291 -0.7317 0.6823
C -0.3394 0.5201 1.1071
C -0.4550 -1.2929 -0.5097
H -0.7494 -2.2993 -0.7879
H 0.6741 1.1180 -2.1784
H 1.3818 0.3174 1.8454
H -1.1252 1.2619 0.9854
*
```

Löwdin atomic charge list, values in e, 2 entries:
1 O 0.0379
2 N -0.0482

***

Verdict on stability: entry x comes out at the bottom.

***

Entry w
Computed, not measured: a 2-piece molecular cluster, C3H4N2O overall, with ωB97M-V with the def2-TZVPD basis set.

Computed properties:
orbital gap	10.136	eV
structure (SMILES)	C#[N+][O-].C#CN
LUMO	0.52	eV

The geometry in ORCA input format:
```
! wB97M-V def2-TZVPD RIJCOSX def2/J DEFGRID3
* xyz 0 1
O 2.4027 1.7608 -2.6900
N -0.2102 -1.0629 1.1778
N 1.9832 1.0552 -1.8051
C -2.3232 -0.0206 0.1476
C 1.5957 0.3706 -0.9539
C -1.3559 -0.5251 0.6560
H -0.0316 -0.7557 2.1280
H 1.1354 -0.2151 -0.1723
H -0.1988 -2.0763 1.1332
H -3.1871 0.4218 -0.2955
*
```

Löwdin atomic charge list, values in e, 2 entries:
1 O -0.0055
2 N 0.0185

***

Entry x
Computed, not measured: a 2-piece molecular cluster, C3H4N2O overall, with ωB97M-V with the def2-TZVPD basis set.

Computed properties:
orbital gap	9.527	eV
LUMO	0.56	eV

The geometry in ORCA input format:
```
! wB97M-V def2-TZVPD RIJCOSX def2/J DEFGRID3
* xyz 0 1
O 2.7718 -0.2445 -0.2948
N -1.5875 0.9037 -0.0127
N -2.3387 -0.0275 0.3245
C 1.6439 -0.8414 0.0317
C -0.7631 1.7466 -0.1528
C 0.5906 -1.3567 0.2999
H -0.3707 -1.7535 0.5460
H -3.3061 0.2603 0.1628
H 3.5142 -0.7360 0.0828
H -0.1543 2.0490 -0.9874
*
```

Löwdin atomic charge list, values in e, 2 entries:
1 O 0.0485
2 N -0.2341

***

Entry y
Computed, not measured: C3H4N2O as an isolated structure, with ωB97M-V with the def2-TZVPD basis set.

Computed properties:
orbital gap	9.586	eV
LUMO	0.23	eV

The geometry in ORCA input format:
```
! wB97M-V def2-TZVPD RIJCOSX def2/J DEFGRID3
* xyz 0 1
O -0.6404 1.8452 -0.1478
N 2.0381 0.3484 -0.4773
N 0.6707 0.3036 1.4943
C -0.4768 0.7117 0.0705
C 1.5289 0.2020 0.6677
C -1.2654 -0.5265 -0.1509
H 2.5936 -0.3979 -0.8686
H -2.0362 -0.3240 -0.8963
H -0.6402 -1.3553 -0.4632
H -1.7724 -0.8073 0.7716
*
```

Löwdin atomic charge list, values in e, 2 entries:
1 O 0.1993
2 N 0.1024

***

Entry z
Computed, not measured: one molecule with the formula C3H4N2O, with ωB97M-V with the def2-TZVPD basis set.

Computed properties:
orbital gap	10.666	eV
structure (SMILES)	O=C1CN=CN1
LUMO	0.91	eV

The geometry in ORCA input format:
```
! wB97M-V def2-TZVPD RIJCOSX def2/J DEFGRID3
* xyz 0 1
O 1.1599 -0.8951 1.5586
N 0.2938 -1.0441 -0.3906
N -0.8136 0.8973 -0.8347
C -0.4941 -0.2619 -1.2775
C -0.2236 1.0136 0.5019
C 0.4796 -0.3033 0.7061
H 0.4775 1.8525 0.5522
H 0.9288 -1.7871 0.2250
H -0.8013 -0.6191 -2.2556
H -0.9951 1.1758 1.2610
*
```

Löwdin atomic charge list, values in e, 2 entries:
1 O 0.0201
2 N 0.1000

***

Verdict on stability: entry x comes out at the bottom.

***

Entry w
Computed, not measured: one molecule with the formula C3H4N2O, with ωB97M-V with the def2-TZVPD basis set.

Computed properties:
orbital gap	8.127	eV
LUMO	-0.32	eV

The geometry in ORCA input format:
```
! wB97M-V def2-TZVPD RIJCOSX def2/J DEFGRID3
* xyz 0 1
O -1.0443 1.2986 0.6841
N -0.2605 1.4170 -0.5314
N 1.2432 -0.2738 -1.4484
C -0.9405 0.1060 1.1710
C 0.2086 0.1965 -0.7419
C -0.1866 -0.7341 0.3694
H -1.4979 -0.0843 2.0818
H -0.3194 -1.8079 0.2961
H 1.7152 0.4787 -1.9465
H 1.0993 -0.6082 0.0688
*
```

Löwdin atomic charge list, values in e, 2 entries:
1 O -0.0083
2 N 0.1225

***

Entry x
Computed, not measured: one molecule with the formula C3H4N2O, with ωB97M-V with the def2-TZVPD basis set.

Computed properties:
orbital gap	7.556	eV
LUMO	0.54	eV

The geometry in ORCA input format:
```
! wB97M-V def2-TZVPD RIJCOSX def2/J DEFGRID3
* xyz 0 1
O 0.7549 -0.5328 0.2633
N -0.5985 1.4704 -0.6579
N -1.4438 -0.9786 1.0039
C 0.6682 1.4477 -0.8990
C 1.4648 0.4036 -0.4573
C -0.4838 -0.2900 0.3896
H 2.5222 0.2581 -0.5255
H -1.2889 -1.9596 1.2122
H -2.3889 -0.7015 0.7912
H 1.1166 2.2702 -1.4383
*
```

Löwdin atomic charge list, values in e, 2 entries:
1 O 0.0316
2 N 0.1212

***

Entry y
Computed, not measured: one molecule with the formula C3H4N2O, with ωB97M-V with the def2-TZVPD basis set.

Computed properties:
orbital gap (alpha / beta)	8.429 / 6.961	eV
LUMO (alpha / beta)	-0.71 / -1.82	eV

The geometry in ORCA input format:
```
! wB97M-V def2-TZVPD RIJCOSX def2/J DEFGRID3
* xyz 0 1
O -1.4115 -0.4447 -1.5582
N -1.2764 1.2027 -0.1846
N 0.9618 1.1611 0.6637
C -0.2853 0.5975 0.3559
C -0.6377 -1.2434 -0.9127
C -0.0651 -0.8097 0.2306
H 1.3185 1.0024 1.5905
H 0.7353 -1.2545 0.7958
H -0.4442 -2.2734 -1.2372
H 1.1046 2.0619 0.2564
*
```

Löwdin atomic charge list, values in e, 2 entries:
1 O 0.0177
2 N 0.2829

***

Verdict on stability: entry w comes out at the bottom.

***

Entry w
Computed, not measured: one molecule with the formula C3H4N2O, with ωB97M-V with the def2-TZVPD basis set.

Computed properties:
orbital gap	11.200	eV
structure (SMILES)	N#CCC(N)=O
LUMO	0.72	eV

The geometry in ORCA input format:
```
! wB97M-V def2-TZVPD RIJCOSX def2/J DEFGRID3
* xyz 0 1
O 0.8073 -1.7844 0.8593
N -0.9834 2.1276 -0.8029
N 1.0842 -0.3110 -0.8835
C 0.4786 -0.7945 0.2382
C -0.7743 0.0366 0.7340
C -0.9791 1.2392 -0.0645
H -1.6737 -0.5935 0.6799
H -0.6232 0.3130 1.7861
H 0.7573 0.5537 -1.3050
H 1.9065 -0.7868 -1.2416
*
```

Löwdin atomic charge list, values in e, 2 entries:
1 O 0.0529
2 N 0.1489

***

Entry x
Computed, not measured: one molecule with the formula C3H4N2O, with ωB97M-V with the def2-TZVPD basis set.

Computed properties:
orbital gap (alpha / beta)	8.527 / 8.527	eV
structure (SMILES)	NC=C=CN=O
LUMO (alpha / beta)	-0.27 / -0.27	eV

The geometry in ORCA input format:
```
! wB97M-V def2-TZVPD RIJCOSX def2/J DEFGRID3
* xyz 0 1
O 0.9759 -0.6748 1.8535
N -1.9710 0.0790 -0.2047
N 1.9502 -0.6417 1.1381
C 0.4789 0.1436 -0.4875
C 1.7212 -0.1929 -0.2131
C -0.6899 0.5780 -0.1060
H -0.3906 1.5212 -0.6699
H -2.0404 -0.8120 -0.6613
H 2.5605 -0.2531 -0.8875
H -2.6508 0.1986 0.5331
*
```

Löwdin atomic charge list, values in e, 2 entries:
1 O -0.0440
2 N 0.0550

***

Verdict on stability: entry x comes out at the bottom.